A.
Formula: CH3NO2S2
Source: the OMol25 dataset
Level of theory: ωB97M-V/def2-TZVPD

Last column: Löwdin charge in e.
Positions of all 9 atoms, in Å:
C: 0.885 -1.193 0.172  -0.20
N: -0.585 1.037 0.038  -0.52
O: -2.680 -0.025 -0.549  -0.50
O: 1.785 1.255 -0.555  -0.49
S: -1.594 -0.200 0.398  0.86
S: 1.032 0.629 0.478  0.74
H: 1.071 -1.907 0.914  -0.01
H: 1.117 -1.555 -0.831  0.03
H: -1.031 1.959 -0.065  0.09

Output
- HOMO-LUMO gap (spin up / spin down): 0.30273 / 0.26867 Eh

B.
Formula: CH3NO2S2
Source: the OMol25 dataset
Level of theory: ωB97M-V/def2-TZVPD

Last column: Löwdin charge in e.
Positions of all 9 atoms, in Å:
O: 1.372 1.377 0.207  0.08
N: 0.594 0.243 0.186  -0.32
O: 0.927 -0.678 1.161  0.01
C: -0.416 0.071 -0.653  -0.97
S: -0.873 0.688 -2.060  0.66
S: -1.670 -1.395 0.296  0.61
H: 0.826 2.058 0.526  0.09
H: 1.724 -1.155 0.984  0.11
H: -2.483 -1.209 -0.647  -0.27

Output
- HOMO-LUMO gap: 0.32436 Eh
- Structure (SMILES): ON(O)C(=S)S

C.
Formula: CH3NO2S2
Source: the OMol25 dataset
Level of theory: ωB97M-V/def2-TZVPD

Last column: Löwdin charge in e.
Positions of all 9 atoms, in Å:
C: 0.236 -0.213 -0.467  -0.53
N: -0.635 0.421 0.194  -0.40
O: -0.855 0.426 1.434  -0.03
O: -1.596 1.122 -0.571  0.05
S: 2.042 -1.424 1.546  0.40
S: 0.973 0.331 -1.842  0.90
H: 0.801 -1.440 1.878  -0.35
H: -2.032 1.672 0.059  0.10
H: 1.066 -0.896 -2.229  -0.13

Output
- HOMO-LUMO gap (spin up / spin down): 0.28185 / 0.26277 Eh

Stability order, top to bottom: A, B, C

A.
Formula: CHNO3S
Source: the OMol25 dataset
Level of theory: ωB97M-V/def2-TZVPD

Last column: Löwdin charge in e.
Positions of all 7 atoms, in Å:
C: -1.640 -0.108 -0.041  0.11
N: -1.456 1.039 -0.101  -0.25
O: 2.009 -1.261 1.352  -0.43
O: 1.655 -0.340 -0.862  -0.45
O: -1.057 2.147 -0.157  0.03
S: 2.501 -0.420 0.317  0.88
H: -2.012 -1.057 -0.508  0.10

Output
- HOMO-LUMO gap: 0.32252 Eh

B.
Formula: CHNO3S
Source: the OMol25 dataset
Level of theory: ωB97M-V/def2-TZVPD

Last column: Löwdin charge in e.
Positions of all 7 atoms, in Å:
C: 1.188 -0.275 0.097  -0.06
N: 0.329 1.489 -0.167  0.04
O: -0.824 1.191 0.346  -0.56
O: -1.592 -1.046 -0.887  -0.49
O: 0.462 -1.039 0.616  -0.01
S: -1.772 -0.133 0.217  0.97
H: 2.210 -0.188 -0.221  0.11

Output
- HOMO-LUMO gap (spin up / spin down): 0.26757 / 0.32887 Eh

C.
Formula: CHNO3S
Source: the OMol25 dataset
Level of theory: ωB97M-V/def2-TZVPD

Last column: Löwdin charge in e.
Positions of all 7 atoms, in Å:
C: -0.028 -0.376 -0.656  0.09
N: -0.143 -0.582 -1.809  -0.29
O: 0.056 -0.962 -2.943  -0.10
O: -2.971 -1.540 -2.932  -0.44
O: -2.523 0.755 -2.905  -0.44
S: -2.288 -0.465 -3.623  0.86
H: -0.099 0.113 0.970  0.32

Output
- HOMO-LUMO gap (spin up / spin down): 0.30066 / 0.30063 Eh

Stability order, top to bottom: A, B, C

A.
Formula: CHNO3S
Source: the OMol25 dataset
Level of theory: ωB97M-V/def2-TZVPD

Last column: Löwdin charge in e.
Positions of all 7 atoms, in Å:
O: 0.258 1.440 -1.849  0.08
C: 0.158 0.294 -1.589  -0.77
N: -0.382 -0.240 -0.433  -0.04
O: -0.670 -1.534 -0.413  -0.12
O: 0.286 -2.137 -1.233  -0.43
S: 0.353 -1.160 -2.620  1.06
H: 0.186 0.287 0.353  0.22

Output
- HOMO-LUMO gap: 0.36483 Eh
- Structure (SMILES): O=C1NOOS1

B.
Formula: CHNO3S
Source: the OMol25 dataset
Level of theory: ωB97M-V/def2-TZVPD

Last column: Löwdin charge in e.
Positions of all 7 atoms, in Å:
C: 0.183 -1.264 -2.706  -0.94
N: 0.615 -0.224 -1.160  -0.05
O: 0.816 -1.498 -1.557  0.03
O: -0.177 0.016 -2.296  0.02
O: -0.335 -0.350 0.046  -0.04
S: -0.031 -2.082 -4.032  0.82
H: -0.712 0.590 0.313  0.15

Output
- HOMO-LUMO gap: 0.37554 Eh

Stability order, top to bottom: A, B

A.
Formula: C2H2O2S2
Source: the OMol25 dataset
Level of theory: ωB97M-V/def2-TZVPD

Last column: Löwdin charge in e.
Positions of all 8 atoms, in Å:
O: -0.316 -1.608 0.535  -0.07
C: -0.515 -0.440 -0.038  -0.57
S: -2.363 0.109 -0.204  0.76
C: 0.778 0.300 -0.013  -0.92
O: 0.547 1.603 0.447  -0.08
S: 2.195 -0.269 -0.271  0.87
H: -2.285 1.459 -0.273  -0.15
H: 1.544 1.989 0.335  0.16

Output
- HOMO-LUMO gap: 0.31552 Eh
- Structure (SMILES): O=C(S)C(O)=S

B.
Formula: C2H2O2S2
Source: the OMol25 dataset
Level of theory: ωB97M-V/def2-TZVPD

Last column: Löwdin charge in e.
Positions of all 8 atoms, in Å:
C: 0.529 -0.010 2.043  0.07
C: 0.150 0.665 1.096  -0.70
S: -0.476 1.566 -0.169  0.75
S: -0.386 -0.198 -1.440  0.48
O: -1.658 -0.709 -1.768  -0.37
O: 0.607 0.022 -2.517  -0.41
H: 0.962 -0.343 2.982  0.05
H: 0.273 -0.993 -0.227  0.12

Output
- HOMO-LUMO gap: 0.34139 Eh
- Structure (SMILES): C#CS[SH](=O)=O

Stability order, top to bottom: A, B